# 1
DFT (ωB97M-V/def2-TZVPD) results for C6H13N in the gas phase.

```
20
Properties=species:S:1:pos:R:3:forces:R:3
C 0.08774 1.03386 -0.62377 -0.37 0.56 -0.16
H -0.92884 1.45615 -0.55970 0.07 -0.10 -0.04
C -0.04369 -0.43855 -0.28117 -0.32 -0.37 0.31
H 0.08714 -1.73672 2.19546 -0.14 0.06 0.19
H 0.79268 1.47955 1.37856 0.13 0.22 0.17
H 0.45331 -1.48798 -2.12147 -0.09 0.23 -0.19
H -0.83051 -2.24315 -1.21292 0.06 0.05 0.10
C 1.79434 2.74251 -0.00187 -0.01 0.38 0.62
H -0.79828 -2.69162 1.00472 0.03 0.08 0.12
H 1.93606 3.09036 -1.01583 -0.09 -0.22 -0.17
H 0.89838 -0.81015 0.12174 0.24 0.02 -0.06
H -1.71490 -1.88850 2.26688 0.23 0.07 0.24
C -0.41858 -1.27210 -1.50239 -0.16 -0.32 0.12
H 2.33041 3.29972 0.75511 0.16 -0.06 0.03
H -1.19656 -0.76187 -2.07491 0.13 0.01 -0.17
C -0.84148 -1.77678 1.62483 -0.28 -0.27 -0.77
C 0.94274 1.79329 0.35276 -0.15 -0.33 -0.83
N -0.98891 -0.56679 0.83158 0.29 0.18 0.28
H 0.38206 1.19571 -1.67016 0.27 -0.08 0.28
H -1.94310 -0.41693 0.53255 0.00 -0.09 -0.09
```
Positions in Å, forces in eV/Å.

Computed properties:
SMILES string: C=CC[C@H](C)NC
F_max: 0.9 eV/A
charge: 0
HOMO: -0.31790 Ha
E: -7922.0235 eV
ΔE to the lowest compared entry with this formula, charge and spin: 78.1 kJ/mol

=====

# 2
DFT (ωB97M-V/def2-TZVPD) results for 2 unconnected molecules or ions with the total composition C34H70BO7P2 in a non-equilibrium geometry.

```
114
Properties=species:S:1:pos:R:3:forces:R:3
H 2.49992 -1.34011 -4.92901 0.02 0.10 0.14
C -0.69125 1.95008 0.89108 0.10 0.02 -0.56
H 0.42123 -3.40452 -2.49009 0.15 0.14 0.00
C -2.09821 -1.62467 0.81277 -0.72 -0.27 -0.28
H 0.07971 3.89364 0.42516 -0.32 0.22 -0.17
H -10.43021 4.76424 -0.19680 0.18 0.07 -0.04
H -3.71138 3.54323 -0.46852 0.04 0.06 0.01
H -11.44303 3.79587 1.86952 0.01 -0.03 0.00
H -0.76909 -3.29598 -3.77116 0.29 -0.03 -0.21
C -9.29741 0.44561 0.73835 -0.07 0.21 -0.05
H 9.08773 0.26123 -1.16294 0.06 0.07 -0.31
C -10.38131 4.03811 1.81731 0.15 0.06 0.07
H -4.75112 5.57023 0.40517 -0.14 -0.02 -0.10
H 5.81598 -0.48821 -2.95544 0.09 -0.02 0.16
H 3.13967 -3.14737 -0.17755 -0.03 0.26 -0.15
H -9.45127 -0.56368 1.12191 0.04 0.00 0.01
C 2.27897 -2.54192 3.03949 -0.18 0.24 -0.42
C 3.84737 -4.26962 2.09449 -0.73 -0.24 -0.58
H 7.39308 -2.94778 3.48206 0.16 -0.05 -0.21
H -1.53569 -3.63635 -0.78340 -0.06 -0.18 -0.16
H 4.73009 2.43028 -0.02006 0.10 0.01 0.11
H -9.85801 1.13883 1.37075 0.01 -0.06 0.05
H -1.17274 3.27696 -0.71918 0.09 0.28 -0.01
H 2.91302 3.05671 -1.59065 -0.08 -0.07 -0.04
H 7.26673 -1.58755 1.31722 -0.03 -0.05 0.04
H 7.65484 -3.18543 0.70251 -0.11 -0.04 -0.30
H 4.57439 4.16726 0.16543 0.01 0.07 0.17
C 2.16875 3.32778 -0.83808 0.13 -0.38 1.00
H -1.76715 0.00985 2.15111 0.03 0.00 -0.03
H 1.99825 4.40695 -0.90800 -0.11 -0.04 -0.27
H 4.99056 -1.13841 -0.11626 -0.01 0.11 0.11
H -0.58428 -1.45332 -1.39819 -0.02 0.11 -0.11
O -7.58720 2.07069 0.13891 -0.76 0.53 0.72
H -7.41704 0.73938 1.74150 0.09 0.21 -0.02
C 3.80114 -1.17235 -2.59393 0.00 -0.10 -1.02
C 2.61416 -2.64974 0.63099 -0.13 -0.05 0.45
H 0.97161 -0.99048 3.74399 -0.11 0.10 -0.10
H 5.98554 -3.89784 3.88096 0.16 -0.16 0.05
H 3.65804 -3.20307 -3.36031 -0.10 -0.20 0.29
C -3.94129 3.59358 0.59742 0.01 -0.12 -0.19
O -6.69342 2.98778 2.27314 -2.54 0.87 1.36
P 6.04027 -1.90368 -0.84086 0.48 -0.48 -0.94
H -9.71580 0.50333 -0.26773 0.03 -0.05 -0.01
O -6.24990 4.20570 0.22098 -0.54 0.30 0.27
C -7.82120 0.79504 0.73002 0.03 -0.54 0.04
H 3.41079 -0.78414 -1.64786 0.28 -0.06 0.09
C -1.31465 0.73412 0.17909 0.01 0.43 0.64
H -2.77380 -3.44602 -2.07904 0.13 -0.22 0.03
H -3.03069 3.85450 1.13722 0.00 0.02 -0.02
C -2.14900 -0.13360 1.13361 0.58 -0.07 -0.02
H -0.47834 0.15706 -0.21498 -0.29 -0.09 -0.29
H 2.52712 -2.93502 4.01907 -0.06 0.08 0.04
C -0.17316 -2.69766 -3.07220 -0.72 0.56 0.16
H -1.73785 -1.23350 -2.69941 -0.08 -0.08 -0.05
H -4.25164 2.59163 0.89583 -0.05 0.07 0.19
H 2.32462 3.74605 1.29275 -0.29 -0.29 0.11
C -2.11225 -2.92647 -1.38034 -0.43 1.35 -0.24
C -2.95474 -2.05018 -0.42724 0.91 -0.56 0.98
H -1.36807 2.31662 1.66764 -0.03 0.18 -0.12
H 2.32513 -2.68932 -2.23368 0.29 -0.62 -0.07
C -0.28890 3.02649 -0.13045 0.48 -0.63 0.67
H -9.83253 3.32253 2.43872 -0.07 -0.03 -0.03
H 7.52521 1.25325 0.27026 0.07 0.23 -0.10
C 5.32508 -1.39706 -2.57418 -0.67 0.17 0.16
C 1.74994 -1.57677 0.46573 0.37 -0.52 0.16
H 5.31289 -2.21634 2.33739 -0.56 -0.18 -0.35
H 0.75291 -0.73460 -3.16609 -0.16 0.02 0.01
H -3.18299 0.22714 1.15782 -0.02 -0.08 -0.03
P -7.40366 3.41874 1.04578 4.33 -1.17 -4.55
C 1.41067 -1.46188 2.87354 0.47 -0.45 0.03
H 0.52385 -0.14142 1.44848 0.24 -0.39 0.21
H -10.11527 3.04626 -0.09352 0.16 -0.07 0.07
H 3.98840 -4.51851 3.15475 0.13 0.24 0.04
H -5.17600 4.78409 1.91385 -0.09 -0.14 0.01
B 7.27398 -0.34381 -0.86902 0.17 0.07 -0.28
C 2.04497 -2.05780 -4.24287 -0.25 -1.30 -0.01
H -1.92695 1.10155 -0.65004 0.08 -0.18 -0.11
O 6.93664 0.96078 -0.43393 0.01 -0.33 0.33
C 0.64618 -1.62214 -3.80019 0.41 -0.26 -0.38
O -8.50882 4.30565 0.25511 -0.69 -0.06 2.35
H 1.04614 1.47286 -0.98047 0.08 0.02 0.15
C 0.87159 2.54819 -1.04473 -0.57 1.00 -0.91
H 2.52988 2.01015 0.83003 -0.18 0.10 0.26
H -3.28323 -1.13474 -0.92202 -0.38 -0.24 -0.20
C -9.90067 4.00640 0.38093 -0.53 -0.05 -0.09
H -7.27901 0.06652 0.12495 0.05 0.10 -0.05
C 5.86663 -3.05485 1.89686 1.69 0.06 0.72
H 1.91054 -2.98551 -4.82017 -0.04 0.13 -0.15
H 5.55696 -2.19415 -3.29046 0.14 -0.04 0.12
C 6.82599 -2.48289 0.85067 -0.67 -0.07 0.30
H 1.55440 -1.20348 -0.53349 -0.06 0.13 0.07
H 0.07377 -1.35250 -4.69368 0.00 0.34 0.11
H -1.08110 -1.98130 0.63420 0.08 0.34 0.26
C 6.68326 -3.66331 3.06501 -0.94 0.17 0.34
H -2.45729 -2.15574 1.69959 0.03 -0.14 -0.09
C -1.17114 -1.98979 -2.14768 0.47 -0.84 0.38
H 3.60469 -0.39873 -3.35032 -0.12 0.16 0.24
H 0.23621 1.64625 1.38826 -0.23 0.04 0.19
O 5.04173 -4.09304 1.38135 -0.20 0.26 0.12
O 8.55596 -0.51820 -1.37516 0.01 0.12 0.57
H 4.67886 3.11635 1.60723 0.01 0.05 0.00
C 4.27569 3.20806 0.59857 -0.22 -0.15 -0.42
H 7.05499 -2.72187 -1.55200 0.10 0.09 -0.02
H 7.16159 -4.59313 2.75809 0.19 0.13 -0.09
H -3.77666 -2.65390 -0.03649 -0.38 0.35 -0.29
H -10.22952 5.02839 2.24866 -0.01 0.00 -0.01
C 1.17592 -0.99931 1.59068 -0.51 0.73 -0.13
H 0.54718 2.75017 -2.07278 0.08 -0.29 -0.05
C 2.74883 3.04789 0.56708 0.78 0.17 -0.43
H 3.36563 -5.14631 1.64452 0.19 -0.08 0.04
C -5.03188 4.61258 0.84775 0.36 -0.13 0.03
C 2.86590 -3.11633 1.92042 0.62 -0.37 0.42
C 2.97454 -2.41002 -3.06672 -0.07 1.48 0.13
H 5.14144 -3.07521 -0.89426 -0.10 -0.06 0.08
```
Positions in Å, forces in eV/Å.

Computed properties:
F_max: 6.4 eV/A
charge: -1
HOMO: -0.09978 Ha
E: -69981.0585 eV

=====

# 3
DFT (ωB97M-V/def2-TZVPD) results for 2 unconnected molecules or ions with the total composition H3S3 in a non-equilibrium geometry.

```
6
Properties=species:S:1:pos:R:3:forces:R:3
H -0.91965 -1.54577 0.49534 1.54 -0.85 0.82
S 1.35398 -1.03504 -0.71529 0.10 -0.42 0.40
S -0.00843 2.06551 -0.11942 0.17 0.46 0.23
H 0.49387 0.74923 -0.20721 -0.06 -0.03 -0.25
S 0.37665 -2.03378 0.87723 -1.63 1.07 -1.14
H -1.29642 1.79985 -0.33066 -0.12 -0.24 -0.05
```
Positions in Å, forces in eV/Å.

Computed properties:
F_max: 2.3 eV/A
charge: -1
HOMO: -0.10333 Ha
E: -32555.6299 eV
ΔE to the lowest compared entry with this formula, charge and spin: 20.1 kJ/mol

=====

# 4
DFT (ωB97M-V/def2-TZVPD) results for a gas-phase ion, C4H12N3 (charge +1) in a non-equilibrium geometry.

```
19
Properties=species:S:1:pos:R:3:forces:R:3
C 0.76583 -0.33595 0.36744 0.94 1.70 0.19
N 0.03895 -0.44347 -0.89536 -0.98 -0.14 -0.54
H -0.51590 -0.73951 -3.53546 -1.18 1.70 -0.85
N -0.12021 -1.47577 -3.05036 1.73 -2.87 1.88
H -1.83583 0.11794 2.20969 -0.17 0.38 0.52
H 1.06534 2.53069 1.86224 -0.22 -0.47 0.23
H 0.86285 -1.31649 0.75991 0.39 -0.89 0.50
H 0.19395 -2.29181 -3.61851 -0.43 1.09 0.84
H 0.45083 0.15797 2.39501 0.21 0.47 -0.79
H 0.21510 2.42700 0.36685 -0.29 0.17 0.05
H -0.79258 0.14366 -0.85686 -0.05 0.15 -0.86
N -1.34472 0.12314 1.33980 -0.30 0.03 -1.02
H 1.01817 -2.05767 -1.39118 0.53 -1.19 -0.19
C 0.16066 2.10352 1.41367 -0.08 -0.39 -1.04
H 1.72573 0.14650 0.18885 0.29 -0.44 -0.21
H -1.48681 -0.80163 0.94077 0.22 0.09 0.31
C 0.06831 0.54369 1.41340 -1.14 -0.86 1.90
C 0.28055 -1.39929 -1.77078 -0.23 2.05 -0.67
H -0.75020 2.56747 1.86087 0.77 -0.57 -0.24
```
Positions in Å, forces in eV/Å.

Computed properties:
SMILES string: C[C@@H](N)CNC=[NH2+]
F_max: 3.8 eV/A
charge: +1
HOMO: -0.48178 Ha
E: -8806.2147 eV
ΔE to the lowest compared entry with this formula, charge and spin: 146.6 kJ/mol